The following is a DFT calculation (ωB97M-V/def2-TZVPD) of C40H37BrIrN3O3SSb as an isolated structure.

Net charge: +1
ΔE to the lowest compared entry with this formula, charge and spin (kcal/mol): 2.2
2S+1: 5

Cartesian coordinates (Å):
Ir -0.45 -0.49 -0.82
C -3.32 6.77 -2.07
O -2.36 5.71 -2.02
C -1.04 6.05 -1.95
C -0.53 7.31 -2.19
C 0.83 7.54 -2.09
C 1.68 6.52 -1.72
C 1.18 5.24 -1.48
C -0.18 5.00 -1.61
N -0.81 3.75 -1.38
C -0.25 2.52 -1.24
N 0.86 2.30 -1.97
C 1.72 1.18 -2.05
C 1.42 -0.09 -1.58
C 2.36 -1.12 -1.82
C 3.54 -0.87 -2.47
C 3.83 0.41 -2.94
C 2.93 1.43 -2.74
O 3.09 2.72 -3.16
C 4.24 3.02 -3.93
N -0.80 1.60 -0.47
C -1.74 2.01 0.53
C -1.52 3.08 1.38
C -2.45 3.41 2.36
C -3.60 2.65 2.50
C -3.82 1.54 1.68
C -2.88 1.22 0.72
O -2.95 0.12 -0.09
C -4.07 -0.75 0.06
H -3.35 7.20 -3.08
H -3.08 7.54 -1.34
H -4.28 6.32 -1.83
H -1.19 8.12 -2.49
H 1.22 8.53 -2.29
H 2.74 6.69 -1.62
H 1.85 4.46 -1.17
H -1.77 3.82 -1.09
H 1.12 3.05 -2.59
H 2.14 -2.13 -1.49
H 4.25 -1.67 -2.65
H 4.76 0.60 -3.47
H 4.16 4.07 -4.20
H 4.27 2.42 -4.84
H 5.15 2.86 -3.35
H -0.61 3.66 1.29
H -2.26 4.25 3.01
H -4.33 2.90 3.25
H -4.70 0.94 1.81
H -3.89 -1.57 -0.64
H -4.99 -0.23 -0.20
H -4.12 -1.12 1.08
Br -1.70 -1.90 -2.37
S -0.22 -0.91 1.53
Sb 0.18 -3.18 1.62
C -0.05 -3.80 3.59
C 0.77 -3.23 4.57
C 0.64 -3.64 5.89
C -0.30 -4.61 6.22
C -1.10 -5.18 5.25
C -0.98 -4.77 3.93
C 2.14 -3.56 1.08
C 3.04 -2.50 1.01
C 4.37 -2.75 0.72
C 4.80 -4.05 0.50
C 3.91 -5.11 0.57
C 2.58 -4.87 0.87
C -1.16 -4.25 0.46
C -2.51 -4.10 0.74
C -3.45 -4.77 -0.03
C -3.03 -5.59 -1.07
C -1.68 -5.73 -1.36
C -0.74 -5.06 -0.59
H 1.50 -2.47 4.32
H 1.26 -3.20 6.65
H -0.40 -4.93 7.25
H -1.83 -5.93 5.52
H -1.61 -5.22 3.17
H 2.69 -1.48 1.15
H 5.07 -1.92 0.66
H 5.84 -4.24 0.27
H 4.25 -6.12 0.41
H 1.89 -5.71 0.95
H -2.85 -3.45 1.54
H -4.50 -4.66 0.18
H -3.77 -6.11 -1.68
H -1.37 -6.35 -2.18
H 0.31 -5.16 -0.84